# 1
{"formula": "C38H56BrFN16O7P", "method": "wB97M-V/def2-TZVPD", "homo_lumo_gap_ha": 0.26341, "total_charge": 1, "homo_ev": -11.762, "species": ["C", "C", "C", "C", "C", "O", "O", "N", "C", "P", "O", "O", "O", "C", "C", "C", "N", "Br", "C", "C", "C", "N", "C", "O", "N", "C", "O", "F", "H", "H", "H", "H", "H", "H", "H", "H", "H", "H", "H", "H", "H", "H", "H", "H", "H", "H", "H", "H", "C", "C", "N", "H", "H", "H", "C", "C", "N", "H", "H", "H", "C", "C", "N", "H", "H", "H", "C", "C", "N", "H", "H", "H", "C", "C", "N", "H", "H", "H", "C", "C", "N", "H", "H", "H", "C", "C", "N", "H", "H", "H", "C", "C", "N", "H", "H", "H", "C", "C", "N", "H", "H", "H", "C", "C", "N", "H", "H", "H", "C", "C", "N", "H", "H", "H", "C", "C", "N", "H", "H", "H"], "coordinates": [[0.4792, 5.2173, 3.1862], [-0.6510, 4.8134, 3.0526], [-2.0938, 4.3048, 2.8444], [-2.6148, 4.1570, 4.3501], [-3.5013, 2.9148, 4.5807], [-4.7135, 2.8983, 4.6196], [-2.8321, 1.7510, 4.8215], [-1.8998, 2.9265, 2.3443], [-2.8901, 2.4391, 1.3805], [-2.1264, 0.9187, 0.5556], [-2.9272, 0.4300, -0.5821], [-0.6695, 1.4405, -0.0638], [-1.7538, -0.1857, 1.6804], [-3.2732, 3.4187, 0.2174], [-4.7209, 3.2650, -0.3189], [-5.7176, 2.5911, 0.2792], [-2.8978, 4.8766, 0.5122], [-1.1198, 5.0375, -0.1963], [-2.9912, 5.2357, 1.9577], [-4.5151, 5.0680, 2.4322], [-5.5785, 5.8366, 1.5715], [-6.9191, 5.2132, 1.7599], [-2.8007, 6.7801, 2.2316], [-2.4045, 7.1585, 3.2959], [-3.2448, 7.8242, 1.3203], [-2.6578, 7.9294, 0.0655], [-3.3191, 7.8240, -0.9340], [-1.3257, 8.1171, -0.1215], [1.4119, 5.5055, 3.6786], [-3.0716, 5.0972, 4.7197], [-1.7297, 4.0156, 5.0141], [-3.4018, 0.9733, 4.5835], [-0.9258, 2.7169, 2.0931], [-3.7589, 2.0375, 1.9552], [-0.8208, 2.0693, -0.7839], [-1.5207, 0.3572, 2.4869], [-2.6500, 3.0984, -0.6504], [-4.9466, 3.7979, -1.2711], [-5.5436, 1.7190, 0.9364], [-6.7532, 2.9005, 0.0318], [-3.4504, 5.4727, -0.1197], [-4.6491, 5.4866, 3.4549], [-4.8014, 3.9995, 2.4618], [-5.4085, 5.8628, 0.4745], [-5.6980, 6.8521, 2.0287], [-6.8410, 4.2975, 2.1922], [-7.4170, 5.1527, 0.8790], [-4.2187, 8.0933, 1.3854], [-4.1841, -2.3660, 6.1760], [-4.4430, -1.1706, 5.3607], [-4.6438, -0.2342, 4.7228], [-3.1226, -2.4392, 6.3941], [-4.7393, -2.3029, 7.1126], [-4.4960, -3.2543, 5.6358], [-1.0914, -3.7077, -1.1199], [-1.1638, -2.6127, -0.1337], [-1.2182, -1.7524, 0.6387], [-1.8370, -3.5582, -1.8975], [-0.1103, -3.7293, -1.5708], [-1.2776, -4.6622, -0.6255], [2.3707, -1.5203, -3.7254], [1.1847, -2.3793, -3.5653], [0.2591, -3.0510, -3.4396], [2.6868, -1.1421, -2.7543], [3.1853, -2.0939, -4.1650], [2.1355, -0.6800, -4.3775], [-4.5261, 7.8053, 6.7393], [-3.8468, 6.5073, 6.8865], [-3.3172, 5.4913, 6.9890], [-4.8849, 8.1484, 7.7083], [-3.8355, 8.5440, 6.3332], [-5.3730, 7.6999, 6.0660], [4.0566, -5.5352, -2.9727], [3.9776, -4.4361, -1.9908], [3.9163, -3.5790, -1.2254], [3.3122, -5.3886, -3.7528], [5.0438, -5.5577, -3.4253], [3.8705, -6.4874, -2.4769], [3.3674, -8.2371, -6.3721], [4.3332, -7.2244, -5.9117], [5.0887, -6.4336, -5.5535], [3.5739, -8.4988, -7.4066], [3.4484, -9.1320, -5.7578], [2.3533, -7.8439, -6.2978], [-7.6252, 4.9475, 6.0447], [-7.6856, 6.4129, 6.2156], [-7.7328, 7.5553, 6.3490], [-7.6392, 4.4612, 7.0190], [-8.4822, 4.6082, 5.4646], [-6.7085, 4.6702, 5.5229], [-1.0441, -4.9813, 2.5486], [-1.8525, -4.3300, 3.5927], [-2.4820, -3.8197, 4.4079], [-0.4045, -5.7410, 2.9961], [-1.6979, -5.4523, 1.8158], [-0.4222, -4.2395, 2.0487], [7.7331, -8.1501, -8.0620], [6.5448, -9.0128, -7.9140], [5.6190, -9.6862, -7.7980], [8.0417, -7.7736, -7.0890], [8.5507, -8.7188, -8.4975], [7.5007, -7.3076, -8.7107], [11.7200, -8.0416, -10.1619], [10.9872, -7.3605, -9.0737], [10.4084, -6.8325, -8.2313], [12.3472, -8.8298, -9.7502], [11.0116, -8.4793, -10.8651], [12.3499, -7.3275, -10.6886], [2.9955, 1.3185, 1.8747], [1.6112, 1.4874, 2.3472], [0.5298, 1.6163, 2.7141], [3.2912, 2.1824, 1.2810], [3.6677, 1.2241, 2.7264], [3.0688, 0.4213, 1.2611], [13.9241, -6.1446, -5.7391], [13.9769, -6.6932, -7.1056], [14.0168, -7.1197, -8.1718], [13.4035, -5.1882, -5.7452], [13.3941, -6.8346, -5.0844], [14.9346, -5.9984, -5.3602]], "atomic_forces_ev_per_a": [[-0.138, -0.225, 1.111], [-1.024, 0.509, -0.858], [2.584, -0.669, 1.892], [0.256, 0.203, 0.378], [-0.438, -1.352, 0.634], [0.247, 0.946, -0.551], [0.650, 1.347, -0.850], [-0.747, 0.956, -1.573], [0.696, -0.575, 0.395], [0.709, -1.144, -1.048], [-0.300, 0.512, 0.805], [-0.957, 0.056, 1.316], [-1.531, 6.713, 2.364], [-0.832, -2.812, -1.261], [-0.005, 0.800, 0.701], [0.225, 0.138, -0.508], [0.576, -1.093, -0.587], [0.129, 0.478, 0.185], [-1.699, 0.991, 1.238], [-0.600, 0.304, -0.828], [-1.056, -0.319, 0.597], [0.738, 0.140, 0.205], [1.042, 0.982, 1.239], [-0.291, -1.031, -0.253], [1.931, -0.890, -0.273], [-1.335, -0.275, -2.387], [0.335, 0.266, 0.329], [-1.123, -0.063, 1.790], [-0.661, -0.153, -0.845], [0.079, -0.914, -0.311], [-0.526, 0.008, -0.744], [-0.313, 0.618, 0.627], [-0.570, 0.315, 0.146], [0.237, 0.520, -0.623], [0.006, -0.373, -0.017], [-0.124, -0.448, -0.244], [-0.353, 0.734, 0.583], [0.174, 0.170, 1.005], [-0.267, 1.041, 0.157], [0.715, -1.025, -0.300], [-0.135, 0.136, 0.422], [0.544, -0.605, -0.665], [0.399, 0.584, 0.036], [0.420, 0.341, 0.626], [0.385, -0.466, -0.858], [-0.164, 0.109, -0.230], [0.015, -0.096, 0.270], [0.109, -0.128, -0.387], [-0.428, 0.428, 0.198], [0.006, -0.265, 0.112], [0.075, -0.629, 0.050], [-0.043, -0.005, -0.102], [-0.032, 0.147, -0.056], [0.082, 0.067, -0.024], [-0.366, 0.148, 0.855], [-0.100, -0.081, -0.098], [1.769, -5.001, -3.151], [0.094, 0.026, -0.008], [-0.049, -0.043, 0.130], [-0.074, 0.063, 0.058], [-0.309, -0.163, 0.055], [0.185, 0.130, -0.046], [0.611, 0.393, -0.754], [-0.004, -0.098, -0.003], [-0.029, -0.003, 0.039], [-0.046, -0.062, -0.005], [0.336, -0.268, -0.005], [-0.065, 0.239, 0.033], [-0.194, 0.263, 0.050], [-0.044, -0.038, -0.048], [0.053, -0.071, 0.045], [-0.008, 0.056, 0.087], [-0.034, 0.446, 0.565], [-0.060, -0.217, -0.082], [-0.037, -0.138, -0.252], [0.052, 0.037, 0.018], [-0.066, 0.033, 0.000], [0.004, 0.045, 0.016], [0.010, 0.383, 0.152], [-0.079, -0.200, -0.159], [-0.174, -0.336, -0.333], [0.057, -0.027, 0.078], [0.076, 0.013, -0.065], [0.055, 0.055, 0.063], [0.006, 0.447, 0.025], [-0.128, -0.212, -0.021], [0.024, -0.438, -0.096], [0.023, 0.035, -0.025], [0.015, 0.053, 0.015], [-0.003, -0.033, 0.052], [-0.150, 0.159, 0.274], [0.131, -0.059, -0.195], [0.403, -0.304, -0.469], [-0.049, 0.018, 0.017], [-0.016, 0.022, 0.055], [-0.062, 0.034, 0.049], [-0.509, -0.352, 0.077], [0.170, 0.127, -0.026], [0.349, 0.155, -0.074], [-0.002, 0.000, -0.053], [-0.055, -0.005, 0.041], [0.015, -0.020, 0.040], [-0.323, 0.170, 0.295], [0.243, -0.097, -0.238], [0.233, -0.135, -0.261], [0.013, 0.101, 0.051], [-0.030, 0.044, 0.047], [0.007, 0.000, 0.102], [-0.370, 0.017, 0.131], [0.227, -0.071, -0.035], [0.735, -0.232, -0.066], [-0.040, -0.011, 0.031], [-0.047, 0.004, -0.008], [-0.052, 0.014, 0.032], [0.019, -0.142, -0.367], [-0.007, 0.089, 0.205], [0.011, 0.089, 0.258], [0.000, -0.044, -0.036], [0.005, 0.008, -0.050], [-0.023, -0.018, -0.039]], "lowdin_charge": [0.130, -0.106, -0.337, -0.028, -0.490, 0.063, 0.051, -0.005, -0.272, 0.547, -0.264, -0.166, -0.232, -0.309, -0.111, 0.046, -0.267, 1.080, -0.252, -0.072, -0.239, 0.014, -0.327, 0.191, 0.185, -0.540, 0.128, 0.089, 0.063, 0.075, 0.141, 0.029, 0.037, 0.122, 0.039, 0.079, 0.081, 0.129, 0.095, 0.083, 0.108, 0.136, 0.100, 0.105, 0.113, 0.060, 0.071, 0.147, -0.086, -0.190, 0.156, 0.066, 0.085, 0.059, -0.075, -0.167, 0.131, 0.081, 0.022, 0.070, -0.062, -0.229, 0.138, 0.074, 0.079, 0.080, -0.063, -0.244, 0.156, 0.089, 0.083, 0.032, -0.092, -0.276, 0.116, 0.066, 0.048, 0.085, -0.080, -0.258, 0.134, 0.051, 0.083, 0.080, -0.050, -0.265, 0.132, 0.087, 0.083, 0.058, -0.059, -0.219, 0.158, 0.085, 0.079, 0.066, -0.093, -0.249, 0.131, 0.073, 0.058, 0.082, -0.082, -0.280, 0.134, 0.072, 0.077, 0.078, -0.036, -0.191, 0.173, 0.084, 0.088, 0.089, -0.061, -0.253, 0.144, 0.082, 0.082, 0.081]}


# 2
{"formula": "C38H56N2O6SSiTcTe", "method": "wB97M-V/def2-TZVPD", "homo_lumo_gap_ha": [0.25520, 0.21356], "total_charge": 1, "multiplicity": 3, "homo_ev": [-11.119, -10.907], "species": ["Tc", "N", "C", "C", "C", "O", "O", "H", "H", "H", "H", "H", "H", "C", "C", "C", "C", "O", "Si", "S", "O", "C", "C", "C", "C", "O", "C", "C", "C", "C", "H", "H", "H", "H", "H", "H", "H", "H", "H", "H", "H", "H", "H", "H", "H", "H", "H", "H", "H", "H", "H", "H", "H", "H", "H", "H", "H", "C", "C", "C", "C", "C", "C", "Te", "N", "C", "O", "C", "C", "C", "C", "C", "C", "C", "C", "C", "C", "C", "C", "C", "C", "C", "C", "H", "H", "H", "H", "H", "H", "H", "H", "H", "H", "H", "H", "H", "H", "H", "H", "H", "H", "H", "H", "H", "H", "H"], "coordinates": [[1.0503, -0.3703, 0.5396], [2.2984, 0.4603, -1.1434], [3.6300, 1.0197, -0.8519], [3.6069, 1.8571, 0.4238], [3.4989, 0.9605, 1.6717], [4.2428, 1.0857, 2.6089], [2.5540, 0.0693, 1.6062], [2.3905, -0.2564, -1.8652], [1.7080, 1.1896, -1.5576], [3.9797, 1.6326, -1.6924], [4.3352, 0.1934, -0.7222], [2.7378, 2.5259, 0.4246], [4.5162, 2.4517, 0.5132], [3.8412, -4.9695, -2.4542], [2.3214, -4.8209, -2.3696], [1.6496, -6.1856, -2.2726], [1.7829, -4.0308, -3.5599], [2.0714, -4.0769, -1.1776], [0.8167, -3.6121, -0.3095], [0.1196, -1.6514, -1.0784], [1.4145, -3.0365, 1.0696], [2.1745, -3.6527, 2.1280], [1.4420, -3.3389, 3.4292], [2.2862, -5.1574, 1.9186], [3.5610, -3.0140, 2.0864], [-0.4033, -4.6408, -0.3502], [-1.7572, -4.7518, 0.1220], [-2.1018, -3.6092, 1.0697], [-1.8399, -6.0941, 0.8496], [-2.6668, -4.7267, -1.1057], [4.1084, -5.5164, -3.3526], [4.2158, -5.5144, -1.5913], [4.3167, -3.9926, -2.4784], [1.8603, -6.7654, -3.1669], [0.5767, -6.0598, -2.1657], [2.0247, -6.7256, -1.4065], [1.9735, -4.5645, -4.4858], [2.2627, -3.0563, -3.6050], [0.7123, -3.8792, -3.4422], [0.5074, -3.8940, 3.4808], [1.2162, -2.2770, 3.4773], [2.0567, -3.6116, 4.2809], [1.3000, -5.6129, 1.8713], [2.8383, -5.6007, 2.7440], [2.8080, -5.3666, 0.9888], [3.4881, -1.9545, 2.3170], [3.9751, -3.1370, 1.0870], [4.2266, -3.4817, 2.8060], [-1.3299, -3.5094, 1.8271], [-3.0551, -3.8048, 1.5521], [-2.1673, -2.6700, 0.5248], [-1.2323, -6.0674, 1.7505], [-1.4726, -6.8873, 0.2061], [-2.8663, -6.3132, 1.1262], [-2.5832, -3.7679, -1.6111], [-3.6991, -4.8783, -0.8041], [-2.3891, -5.5135, -1.8010], [-1.8483, 9.5349, -0.4529], [-1.4763, 8.0993, -0.2704], [-2.2625, 7.2553, 0.4969], [-1.9225, 5.9265, 0.6904], [-2.7960, 5.0813, 1.5661], [-0.7689, 5.4183, 0.0948], [-0.1787, 3.3199, 0.4390], [-0.4298, 0.8938, 0.8656], [-0.9753, 0.1760, 1.8384], [-0.3267, -0.9043, 2.0536], [-2.2163, 0.4364, 2.5616], [-2.7975, -0.6337, 3.2480], [-4.0019, -0.4619, 3.8969], [-4.6249, 0.7770, 3.8907], [-4.0399, 1.8491, 3.2327], [-2.8409, 1.6789, 2.5676], [-0.3522, 2.7968, -1.6335], [0.7794, 2.8661, -2.4382], [0.7012, 2.6178, -3.7994], [-0.5158, 2.2661, -4.3566], [-1.6384, 2.1751, -3.5541], [-1.5778, 2.4368, -2.1890], [-2.8052, 2.3193, -1.3475], [0.0549, 6.2598, -0.6519], [1.3446, 5.8093, -1.2646], [-0.3176, 7.5844, -0.8289], [-2.8256, 9.7394, -0.0238], [-1.8660, 9.8027, -1.5078], [-1.1132, 10.1695, 0.0409], [-3.1606, 7.6420, 0.9532], [-3.6170, 5.6668, 1.9688], [-2.2165, 4.6929, 2.4038], [-3.2156, 4.2491, 1.0043], [-2.2927, -1.5866, 3.2455], [-4.4618, -1.2908, 4.4093], [-5.5682, 0.9074, 4.3977], [-4.5242, 2.8150, 3.2404], [-2.3624, 2.5041, 2.0601], [1.7278, 3.1750, -2.0146], [1.5807, 2.7267, -4.4153], [-0.5881, 2.0701, -5.4151], [-2.5873, 1.9060, -3.9977], [-3.5768, 1.7557, -1.8630], [-3.2097, 3.3068, -1.1237], [-2.5619, 1.8103, -0.4153], [1.8289, 5.0483, -0.6472], [2.0211, 6.6549, -1.3645], [1.1655, 5.3983, -2.2585], [0.3240, 8.2306, -1.4130]], "atomic_forces_ev_per_a": [[-1.755, 0.750, -0.140], [-0.442, -0.213, 0.033], [0.287, 0.257, 0.262], [0.011, -0.357, 0.336], [1.606, 1.902, -0.577], [-0.406, -0.298, -0.113], [-1.098, -1.411, 0.584], [-0.168, 0.055, 0.190], [0.187, -0.356, 0.086], [-0.077, -0.154, 0.083], [-0.090, 0.049, -0.111], [0.139, 0.030, -0.062], [-0.107, -0.036, 0.014], [-0.387, 0.026, 0.047], [0.244, -0.264, -0.448], [0.106, 0.267, 0.010], [0.100, -0.100, 0.372], [0.270, -0.156, 0.045], [-0.469, 1.150, -0.525], [0.192, -0.294, -0.146], [-0.053, 0.165, 0.453], [0.465, -0.170, 0.582], [0.135, 0.040, -0.307], [-0.099, 0.250, -0.126], [-0.317, 0.005, 0.005], [0.275, -0.181, -0.024], [-0.438, -0.219, 0.133], [0.172, -0.090, -0.276], [0.072, 0.317, -0.219], [0.289, -0.041, 0.266], [0.084, -0.071, -0.140], [0.028, -0.064, 0.091], [0.051, 0.118, -0.028], [-0.003, -0.093, -0.082], [-0.141, -0.088, -0.039], [0.033, -0.090, 0.091], [-0.019, -0.043, -0.132], [0.064, 0.121, -0.051], [-0.173, -0.002, -0.100], [-0.114, -0.051, 0.017], [0.016, 0.083, 0.064], [0.084, -0.065, 0.138], [-0.160, -0.123, 0.046], [0.012, -0.053, 0.036], [0.139, -0.103, -0.085], [0.072, 0.032, 0.038], [0.108, -0.028, -0.074], [0.062, -0.076, 0.086], [0.080, 0.033, 0.214], [-0.129, -0.017, 0.059], [-0.023, 0.126, 0.004], [0.072, -0.021, 0.131], [0.032, -0.127, -0.090], [-0.143, -0.022, 0.059], [-0.006, 0.125, -0.074], [-0.146, 0.012, 0.021], [0.034, -0.121, -0.076], [0.033, 0.069, -0.006], [-0.015, -0.061, -0.002], [0.125, -0.004, -0.132], [-0.098, -0.192, 0.086], [0.031, 0.038, -0.024], [-0.221, -0.346, 0.181], [0.302, 0.564, -0.707], [1.053, 0.531, -0.926], [0.081, -0.332, 0.054], [0.439, -0.595, 0.202], [-0.296, -0.106, 0.282], [0.179, 0.108, -0.165], [-0.074, 0.007, 0.061], [0.037, 0.037, -0.076], [-0.049, 0.095, 0.018], [0.217, -0.052, -0.141], [0.113, -0.037, 0.231], [0.082, 0.314, 0.085], [0.015, -0.026, 0.039], [0.062, 0.039, -0.013], [0.057, 0.002, -0.020], [-0.085, -0.076, 0.117], [-0.087, 0.000, 0.035], [0.207, -0.112, -0.042], [0.020, -0.019, -0.061], [-0.132, 0.002, 0.071], [-0.040, 0.077, 0.001], [-0.006, 0.051, -0.048], [-0.011, 0.117, -0.002], [-0.133, 0.038, 0.104], [-0.078, 0.008, 0.060], [-0.060, -0.100, 0.126], [-0.083, -0.154, 0.023], [0.020, -0.105, 0.013], [-0.041, -0.116, 0.084], [-0.092, 0.022, 0.064], [-0.005, 0.066, -0.004], [-0.145, -0.011, 0.018], [0.034, 0.016, 0.000], [0.097, -0.064, -0.064], [-0.030, -0.014, -0.103], [-0.059, -0.048, 0.033], [-0.086, -0.057, -0.011], [-0.035, 0.078, 0.089], [-0.167, -0.030, 0.065], [0.100, 0.040, -0.103], [0.089, -0.025, -0.002], [0.101, -0.010, -0.002], [0.079, 0.057, -0.035]], "lowdin_charge": [1.345, -0.083, -0.208, -0.096, -0.594, 0.131, -0.216, 0.076, 0.038, 0.124, 0.133, 0.055, 0.129, -0.017, -0.632, -0.016, -0.024, -0.125, -0.070, 0.423, -0.210, -0.609, -0.007, -0.015, -0.007, -0.127, -0.617, -0.041, -0.013, -0.012, 0.091, 0.087, 0.085, 0.095, 0.074, 0.093, 0.093, 0.082, 0.079, 0.084, 0.075, 0.096, 0.081, 0.102, 0.079, 0.065, 0.092, 0.097, 0.071, 0.098, 0.065, 0.082, 0.091, 0.091, 0.083, 0.093, 0.089, -0.037, -0.254, -0.004, -0.310, -0.082, -0.331, 1.689, -0.251, -0.558, -0.148, -0.143, 0.000, -0.051, -0.053, -0.055, -0.040, -0.398, -0.203, -0.067, -0.051, -0.021, -0.294, -0.051, -0.296, -0.066, -0.004, 0.079, 0.087, 0.091, 0.119, 0.087, 0.076, 0.057, 0.110, 0.112, 0.112, 0.109, 0.022, 0.085, 0.114, 0.113, 0.121, 0.089, 0.086, 0.042, 0.042, 0.089, 0.081, 0.128]}